No. 1
Formula: C26H35FN5O3PtS3
Source: the OMol25 dataset
Level of theory: wB97M-V/def2-TZVPD

Structure (XYZ):
```
74
Properties=species:S:1:pos:R:3:lowdin_charge:R:1
Pt 0.6243 0.0621 -0.3566 0.758
C -0.6967 -0.3605 7.2436 -0.039
C -1.8927 -0.9541 6.5120 -0.293
C -3.1924 -0.3932 7.0694 -0.145
C -4.3876 -0.9924 6.3501 -0.123
C -4.2697 -0.7458 4.8736 -0.130
C -5.3887 -0.6389 4.0805 0.062
C -5.2575 -0.4132 2.7142 -0.257
F -6.3735 -0.3170 1.9736 0.077
C -4.0365 -0.2857 2.1183 0.066
C -2.8814 -0.3879 2.9050 -0.045
C -1.5751 -0.2740 2.2355 -0.321
O -1.5478 -0.0282 1.0090 -0.111
C -0.4415 -0.4658 3.0805 -0.016
C -0.6510 -0.6387 4.4279 0.031
N -1.8337 -0.7017 5.0455 0.039
C -2.9951 -0.6127 4.2840 -0.068
C 1.0431 -0.4836 2.6981 -0.634
O 1.8371 -0.2536 3.5979 0.049
O 1.4022 -0.8332 1.5060 -0.197
H -0.8917 -0.4075 8.3141 0.090
H -0.5541 0.6858 6.9697 0.101
H 0.2304 -0.9006 7.0636 0.083
H -1.8966 -2.0412 6.6436 0.161
H -3.1886 0.6957 6.9654 0.138
H -3.2340 -0.6197 8.1344 0.126
H -5.3231 -0.5760 6.7230 0.125
H -4.4235 -2.0701 6.5389 0.134
H -6.3793 -0.7283 4.5073 0.137
H -3.9437 -0.1086 1.0568 0.129
H 0.2314 -0.7232 5.0426 0.127
C 2.6481 2.6241 -0.3869 -0.426
C 3.3340 1.5599 -1.2186 -0.469
S 2.2475 0.4710 -2.1850 0.877
C 1.4123 1.5643 -3.3682 -0.470
C 0.2878 2.4827 -2.8715 -0.470
S -0.9833 1.6379 -1.8804 0.893
C -1.2677 2.7756 -0.4975 -0.487
C -0.0382 3.2595 0.2573 -0.426
S 1.2352 1.9847 0.6069 0.902
H 2.2907 3.4422 -1.0069 0.068
H 3.3592 3.0369 0.3288 0.095
H 3.8784 0.8657 -0.5773 0.092
H 4.0509 2.0332 -1.8910 0.096
H 1.0163 0.8696 -4.1115 0.080
H 2.1716 2.1639 -3.8718 0.094
H -0.1947 2.9099 -3.7494 0.086
H 0.6907 3.3095 -2.2914 0.058
H -1.8973 2.1799 0.1641 0.060
H -1.8396 3.6394 -0.8366 0.092
H -0.3506 3.6375 1.2306 0.091
H 0.4618 4.0811 -0.2537 0.076
C -0.4467 -2.7108 0.1504 -0.145
N -0.8332 -4.0158 -0.3261 -0.077
C -1.9003 -3.8693 -1.3136 -0.147
N -1.4545 -3.0676 -2.4573 -0.077
C -1.0684 -1.7563 -1.9953 -0.193
N 0.0432 -1.8299 -0.9868 -0.232
C 1.1933 -2.5674 -1.6270 -0.193
N 0.7991 -3.8744 -2.0891 -0.079
C 0.3145 -4.6643 -0.9557 -0.147
C -0.2901 -3.7263 -3.0559 -0.150
H 0.3634 -2.7779 0.8725 0.124
H -1.3023 -2.2135 0.5913 0.113
H -2.7591 -3.3834 -0.8474 0.134
H -2.2025 -4.8546 -1.6683 0.133
H -1.9081 -1.2484 -1.5200 0.117
H -0.7153 -1.1592 -2.8387 0.107
H 1.9882 -2.6386 -0.8833 0.138
H 1.5412 -1.9822 -2.4755 0.073
H 1.1151 -4.7727 -0.2228 0.136
H 0.0227 -5.6535 -1.3086 0.133
H -0.5859 -4.7123 -3.4136 0.133
H 0.0602 -3.1366 -3.9056 0.132
```

HOMO-LUMO gap (alpha / beta): 7.137 / 7.138 eV
E_tot: -79588.75691 eV
Net charge: +1
Energy above the lowest of the compared OMol25 structures with the same formula, charge and spin: 93.0 kJ/mol
Maximum force: 0.84 eV Å⁻¹



No. 2
Formula: C26H35FeO5S
Source: the OMol25 dataset
Level of theory: wB97M-V/def2-TZVPD

Structure (XYZ):
```
68
Properties=species:S:1:pos:R:3:nbo_charge:R:1
O -1.4074 1.3618 -3.3851 -0.553
C -0.0832 1.9735 -3.4135 -0.062
C -0.5701 3.3129 -3.9333 -0.461
H 0.5269 1.4669 -4.1596 0.192
H 0.2767 2.0239 -2.3680 0.164
C -1.9775 2.7260 -3.4651 0.279
H -0.3644 3.4202 -5.0086 0.210
H -0.1733 4.1726 -3.4009 0.207
C -3.1595 2.8052 -4.4441 -0.631
H -2.9280 2.3713 -5.4251 0.220
H -3.5296 3.8311 -4.6313 0.218
H -3.9920 2.2433 -3.9918 0.216
C -2.3209 3.1726 -2.0474 -0.639
H -1.4036 3.3272 -1.4768 0.204
H -2.8730 2.3590 -1.5671 0.219
H -2.8637 4.1164 -1.9494 0.220
Fe 0.7625 -0.4425 0.7999 1.613
C 1.9557 1.9363 2.1557 -0.272
C 2.8540 0.8701 1.8430 -0.203
C 2.6720 0.5124 0.4648 -0.468
H 3.6318 0.4737 2.4977 0.268
C 1.5664 1.3374 -0.0463 -0.459
C 1.1236 2.1924 1.0332 -0.242
H 0.3266 2.9516 0.9556 0.233
H 1.9864 2.5407 3.0645 0.231
H 3.3051 -0.1429 -0.1347 0.257
H 1.2842 1.3868 -1.0964 0.245
C -1.2834 -0.5899 2.6400 -0.247
C -1.5567 0.6244 1.9592 -0.260
C -1.5178 0.3698 0.5564 -0.302
H -1.7842 1.5828 2.4330 0.231
C -1.1801 -1.0218 0.3460 -0.498
C -1.0060 -1.6043 1.6769 -0.298
H -0.8703 -2.6649 1.8715 0.254
H -1.3417 -0.7546 3.7151 0.247
H -1.8715 1.0318 -0.2338 0.247
H -1.0368 -1.5222 -0.6140 0.258
O 0.3215 -1.3032 -3.8706 -0.538
C -0.0074 -0.8471 -5.2371 -0.072
C 0.6624 -1.7055 -6.3221 -0.433
H 0.4743 0.1312 -5.4392 0.156
H -1.0974 -0.7475 -5.3872 0.201
C 1.5964 -2.6512 -5.5519 -0.433
H 1.2469 -1.0335 -6.9588 0.206
H -0.0214 -2.2179 -6.9994 0.213
C 1.3199 -2.3492 -4.0506 -0.076
H 2.6448 -2.4253 -5.7906 0.212
H 1.4085 -3.7037 -5.8026 0.216
H 2.2330 -1.9555 -3.5776 0.172
H 1.0160 -3.2848 -3.5461 0.183
C -1.2754 -0.8429 7.7293 -0.631
C -0.4758 -1.2362 6.5206 -0.028
C -0.8175 -2.3598 5.7504 -0.223
C 0.0130 -2.7810 4.7081 -0.191
C 1.1413 -2.0302 4.3578 -0.352
C 1.4779 -0.8935 5.1016 -0.204
C 0.6635 -0.5043 6.1603 -0.168
S 2.2017 -2.5059 3.0036 2.429
O 3.3891 -1.7127 3.2372 -0.986
O 2.3002 -3.9391 3.1372 -0.948
O 1.4751 -2.0764 1.7444 -1.099
H -2.3464 -0.9178 7.5182 0.218
H -1.0580 -1.4859 8.5905 0.225
H -1.0340 0.1832 8.0190 0.215
H -1.7268 -2.9237 5.9925 0.215
H -0.2079 -3.6853 4.1467 0.235
H 2.3723 -0.3280 4.8567 0.242
H 0.9327 0.3815 6.7394 0.201
```

HOMO-LUMO gap (alpha / beta): 8.712 / 6.874 eV
Spin multiplicity: 6
E_tot: -82984.58355 eV
Maximum force: 2.83 eV Å⁻¹



No. 3
Formula: C26H35GaN3OS2
Source: the OMol25 dataset
Level of theory: wB97M-V/def2-TZVPD

Structure (XYZ):
```
68
Properties=species:S:1:pos:R:3:nbo_charge:R:1
C 0.3972 -1.5067 3.0405 -0.386
C -0.3523 -1.2659 1.9966 -0.489
Ga -1.7144 -0.5034 0.6291 1.666
C -3.3814 -1.7355 0.4489 -0.952
C -3.9439 -2.2587 1.8756 -0.431
C -4.8996 -3.5550 1.7781 -0.522
S -6.6432 -3.2093 1.2407 0.176
C -6.5089 -2.4571 -0.4827 -0.025
S -5.7425 -3.4600 -1.6269 -0.085
N -6.9878 -1.1115 -0.8066 -0.490
C -7.5660 -1.0099 -2.1814 -0.229
C -6.4220 -0.2764 -3.1026 -0.629
C -7.8652 -0.5252 0.2537 -0.228
C -6.9099 0.1894 1.3780 -0.636
N -0.9511 -0.3951 -1.1801 -0.905
C 0.3342 -0.1596 -0.9602 0.335
C 1.3875 -1.3173 -1.3708 -0.703
C 0.7810 1.2464 -0.2535 -0.726
O -2.2875 1.2678 1.0761 -0.857
C -2.8509 1.8682 -0.0888 0.543
N -2.9178 2.3331 -1.2170 -0.484
H 1.0250 -1.5811 4.0042 0.239
H -4.1908 -1.0585 -0.0434 0.212
H -3.1619 -2.6088 -0.2846 0.234
H -3.0091 -2.6017 2.4804 0.215
H -4.3972 -1.3980 2.5121 0.208
H -4.4022 -4.3393 1.0968 0.231
H -4.9489 -4.0232 2.8355 0.229
H -7.9300 -1.9973 -2.6309 0.213
H -8.4748 -0.2874 -2.2286 0.197
H -6.6848 0.8553 -3.0907 0.200
H -6.3945 -0.6737 -4.1765 0.211
H -5.3981 -0.3455 -2.5632 0.253
H -8.5138 0.3440 -0.1633 0.205
H -8.6144 -1.2645 0.7214 0.196
H -6.6709 1.2791 1.1299 0.221
H -7.3511 0.0374 2.4366 0.210
H -5.9347 -0.4410 1.3716 0.235
H 1.5420 -1.2401 -2.5019 0.224
H 0.8989 -2.3150 -1.0416 0.241
H 2.3575 -1.0973 -0.7680 0.197
H 0.8289 0.9978 0.8821 0.233
H 1.8321 1.4770 -0.6549 0.203
H 0.0387 2.0878 -0.4849 0.251
C 4.5245 2.1186 1.2049 -0.230
C 3.5849 2.7206 2.0362 -0.207
C 3.5944 4.1008 2.2134 -0.200
C 4.5386 4.8809 1.5511 -0.221
C 5.4760 4.2791 0.7169 -0.240
C 5.4721 2.8977 0.5469 -0.164
H 4.5187 1.0417 1.0696 0.217
H 2.8446 2.1132 2.5469 0.226
H 2.8657 4.5692 2.8667 0.212
H 4.5430 5.9578 1.6854 0.207
H 6.2111 4.8876 0.1992 0.205
H 6.2064 2.4282 -0.0994 0.194
C 8.5795 -1.3030 -0.4250 -0.214
C 8.2262 0.0292 -0.2321 -0.202
C 8.6686 1.0033 -1.1228 -0.218
C 9.4567 0.6429 -2.2124 -0.213
C 9.8067 -0.6898 -2.4071 -0.215
C 9.3720 -1.6624 -1.5115 -0.213
H 8.2373 -2.0616 0.2713 0.215
H 7.6059 0.3088 0.6138 0.217
H 8.3987 2.0429 -0.9687 0.212
H 9.7977 1.4014 -2.9095 0.211
H 10.4198 -0.9708 -3.2577 0.210
H 9.6496 -2.7006 -1.6606 0.211
```

HOMO-LUMO gap: 6.378 eV
E_tot: -108088.53925 eV
Net charge: -1
Maximum force: 6.59 eV Å⁻¹